Computed, not measured: a molecular structure, C8H21FeNO8P at a distorted geometry, with ωB97M-V with the def2-TZVPD basis set.

The geometry in XYZ format:
```
40
C8H21FeNO8P, DFT ωB97M-V with the def2-TZVPD basis set
Fe -1.179 -0.380 0.632
P -2.768 0.137 2.625
O -2.537 -1.125 1.824
O -0.108 -2.030 1.537
O -4.052 0.903 2.196
O -1.493 0.911 2.064
O -1.223 -1.622 -1.077
O -2.963 0.082 4.149
O -2.465 0.764 -0.699
O 2.504 1.889 -1.595
N 0.772 0.323 0.080
C 1.448 -0.128 1.319
C 1.278 -1.608 1.711
C 0.730 1.752 -0.111
C 2.154 2.307 -0.346
C 3.656 2.525 -2.109
C -2.744 -0.011 -1.872
C -0.419 -3.393 1.179
C -1.534 -0.907 -2.219
H 2.522 0.014 1.196
H -3.657 -0.501 -1.533
H 1.838 -2.288 1.069
H -3.114 1.441 -0.495
H 4.360 2.843 -1.339
H -1.725 -1.409 -3.168
H 2.952 1.816 0.211
H -2.861 0.601 -2.766
H -1.252 -2.518 -1.419
H 3.269 3.353 -2.702
H -0.264 -4.131 1.965
H 4.077 1.790 -2.795
H 0.843 0.394 2.060
H 0.352 -3.747 0.494
H 1.577 -1.951 2.702
H 1.333 0.156 -0.743
H 0.401 2.330 0.752
H 0.009 1.967 -0.901
H -0.613 -0.348 -2.387
H -1.375 -3.581 0.690
H 2.268 3.378 -0.180
```

The value obtained for the HOMO-LUMO gap (alpha / beta) is 3.403 / 3.375 eV. Its expectation value of S² is 6.01. The value obtained for the total energy is -70181.885 eV. Its energy above the lowest of the compared OMol25 structures with the same formula, charge and spin is 106.7 kJ/mol. Its total charge is -1. The spin multiplicity is 5.

These are the natural (NBO) partial charges, in e, on atoms 1 to 2:
1. Fe 1.4183
2. P 2.4883



Computed, not measured: a molecular structure, C8H21LiN2O7P2S at a distorted geometry, with ωB97M-V with the def2-TZVPD basis set.

The geometry in XYZ format:
```
42
C8H21LiN2O7P2S, DFT ωB97M-V with the def2-TZVPD basis set
S -4.785 -11.203 -9.643
P -3.554 -7.138 -6.811
P -2.659 -9.916 -6.006
O -3.125 -7.827 -4.232
O -1.941 -10.120 -7.298
O -5.117 -7.406 -6.464
O -1.881 -10.686 -4.767
O -3.432 -5.589 -6.447
O -3.059 -7.439 -8.261
O -4.149 -10.004 -5.945
N -3.473 -8.642 -10.809
N -1.634 -10.668 -10.065
C -3.591 -12.155 -10.620
C -5.539 -10.124 -10.889
C -2.537 -8.007 -5.529
C -4.970 -8.688 -10.886
C -2.230 -12.050 -9.979
C -1.490 -10.073 -11.435
C -1.066 -7.666 -5.468
C -2.731 -9.323 -11.875
Li -2.461 -9.287 -8.873
H -2.385 -12.238 -8.894
H -4.259 -5.037 -6.515
H -3.211 -7.641 -10.774
H -3.021 -6.928 -3.959
H -3.913 -13.220 -10.585
H -5.066 -8.392 -6.169
H -0.866 -6.594 -5.567
H -0.613 -9.399 -11.438
H -2.507 -8.608 -12.725
H -5.343 -8.054 -11.760
H -1.110 -11.103 -5.174
H -3.553 -11.786 -11.682
H -5.563 -10.704 -11.814
H -0.578 -8.029 -4.559
H -1.505 -12.783 -10.351
H -6.601 -10.127 -10.689
H -0.798 -10.613 -9.487
H -1.240 -10.938 -12.117
H -3.376 -10.092 -12.382
H -0.504 -8.136 -6.282
H -5.332 -8.263 -9.937
```

The value obtained for the HOMO-LUMO gap is 8.829 eV. The value obtained for the total energy is -55574.463 eV. Its energy above the lowest of the compared OMol25 structures with the same formula, charge and spin is 95.5 kJ/mol.

These are the natural (NBO) partial charges, in e, on atoms 1 to 2:
1. S 0.2264
2. P 2.3118



Computed, not measured: 3 unconnected molecules or ions with the total composition C8H21N at a distorted geometry, with ωB97M-V with the def2-TZVPD basis set.

The geometry in XYZ format:
```
30
C8H21N, DFT ωB97M-V with the def2-TZVPD basis set
N 0.037 -0.333 -0.668
C 1.616 2.373 -1.488
C -0.825 -1.949 1.772
C 1.331 -0.993 -0.649
C 0.467 0.195 2.102
C 0.600 1.544 -2.205
C -0.633 -0.514 1.356
C -1.915 0.283 1.342
C -1.010 -0.987 -1.433
H -1.586 -2.455 1.170
H -1.771 1.276 0.896
H -2.296 0.464 2.361
H 1.773 3.360 -1.943
H 0.103 -2.526 1.710
H -1.261 -1.960 -1.003
H 0.174 0.446 3.135
H 0.735 1.150 1.625
H -0.349 2.019 -2.438
H 1.288 -1.926 -0.080
H 1.667 -1.186 -1.671
H 1.319 2.545 -0.436
H -2.714 -0.229 0.799
H 2.074 -0.341 -0.193
H 0.972 0.971 -3.049
H -1.905 -0.367 -1.450
H 0.006 0.816 -0.636
H 1.371 -0.414 2.180
H 2.588 1.875 -1.454
H -1.162 -2.032 2.820
H -0.691 -1.106 -2.473
```

The value obtained for the HOMO-LUMO gap (alpha / beta) is 5.797 / 7.676 eV. The value obtained for the total energy is -10121.362 eV. Its energy above the lowest of the compared OMol25 structures with the same formula, charge and spin is 537.6 kJ/mol.

These are the natural (NBO) partial charges, in e, on atoms 1 to 2:
1. N -0.5480
2. C -0.6605



Computed, not measured: a molecular structure, C8H21N2O5S3 at a distorted geometry, with ωB97M-V with the def2-TZVPD basis set.

The geometry in XYZ format:
```
39
C8H21N2O5S3, DFT ωB97M-V with the def2-TZVPD basis set
S -2.547 -1.680 0.270
S 0.765 0.659 -2.179
S 2.377 -1.278 -0.953
O 3.400 -0.344 -0.358
O -1.919 -1.206 1.537
O 0.346 1.098 -3.547
O -0.495 0.326 -1.426
O 3.092 -2.544 -1.326
N 1.743 -0.679 -2.396
N 1.603 1.981 -1.519
C 0.840 0.507 1.539
C -3.829 -2.866 0.726
C 0.162 3.976 -1.971
C 2.554 -1.227 2.417
C 1.139 -1.785 0.296
C -3.674 -0.391 -0.285
C 0.711 2.974 -0.898
C 1.206 -0.994 1.642
H 1.330 3.519 -0.155
H 3.221 -0.398 2.100
H -3.077 0.471 -0.582
H 2.302 1.695 -0.836
H 0.095 -1.755 -0.052
H -0.155 0.619 1.088
H 3.064 -2.152 2.107
H 0.749 0.876 2.587
H -0.879 3.686 -2.191
H 0.259 5.032 -1.667
H -4.346 -0.112 0.528
H 1.348 -2.840 0.556
H -4.491 -2.429 1.475
H -3.344 -3.749 1.140
H -0.133 2.543 -0.333
H 2.419 -1.121 3.506
H -4.244 -0.752 -1.141
H -4.396 -3.146 -0.162
H 0.427 -1.451 2.286
H 0.747 3.826 -2.892
H 1.631 1.112 1.071
```

The value obtained for the HOMO-LUMO gap is 8.071 eV. The value obtained for the total energy is -54359.555 eV. Its energy above the lowest of the compared OMol25 structures with the same formula, charge and spin is 104.3 kJ/mol. Its total charge is -1.

These are the natural (NBO) partial charges, in e, on atoms 1 to 2:
1. S 1.2823
2. S 2.2781



Computed, not measured: 2 unconnected molecules or ions with the total composition C8H21N2S at a distorted geometry, with ωB97M-V with the def2-TZVPD basis set.

The geometry in XYZ format:
```
32
C8H21N2S, DFT ωB97M-V with the def2-TZVPD basis set
S -2.892 -0.541 -0.046
N 2.400 1.038 -0.235
N 1.189 -1.003 -0.364
C 1.252 0.252 1.703
C -5.281 0.383 0.904
C 0.846 -1.080 -1.779
C 2.835 1.091 -1.648
C 1.624 0.018 0.294
C 1.101 -2.326 0.299
C -4.739 -0.198 -0.398
C 3.034 1.990 0.635
H 2.151 2.582 0.965
H 2.067 1.497 -2.388
H 3.792 1.595 -1.692
H -5.068 -1.146 -0.641
H 0.049 -1.701 -1.735
H -6.273 0.655 0.842
H -5.290 -0.328 1.717
H 1.867 -2.258 1.012
H 0.504 -0.091 -2.063
H 1.406 -2.976 -0.464
H -3.072 -0.067 1.285
H 3.621 1.569 1.450
H 1.598 -1.474 -2.518
H -4.613 1.073 1.309
H -4.835 0.516 -1.260
H 2.238 -0.012 2.122
H 3.205 0.009 -1.969
H 0.918 1.246 1.823
H 0.178 -2.793 0.606
H 3.666 2.825 0.078
H 0.525 -0.344 2.157
```

The value obtained for the HOMO-LUMO gap is 8.848 eV. The value obtained for the total energy is -22443.247 eV. Its energy above the lowest of the compared OMol25 structures with the same formula, charge and spin is 40.5 kJ/mol. Its total charge is +1.

These are the natural (NBO) partial charges, in e, on atoms 1 to 2:
1. S -0.1659
2. N -0.3819



Computed, not measured: a gas-phase ion, C8H21N2Si (charge +1) at a distorted geometry, with ωB97M-V with the def2-TZVPD basis set.

The geometry in XYZ format:
```
32
C8H21N2Si, DFT ωB97M-V with the def2-TZVPD basis set
Si -2.476 -0.345 0.342
N 2.692 -1.260 0.282
N 1.643 1.497 0.324
C 1.456 -0.824 -0.348
C -0.668 0.552 -0.093
C 0.891 0.314 0.404
C 3.578 -2.005 -0.556
C -2.900 -1.511 1.793
C -0.692 0.730 -1.685
C 1.216 2.650 1.117
C -3.869 0.169 -0.765
H 1.854 2.854 1.999
H 1.712 -0.509 -1.484
H -3.363 -2.439 1.396
H 4.235 -2.516 0.075
H -0.983 1.554 0.321
H -2.007 -1.864 2.345
H 0.162 1.388 -1.858
H -3.644 0.511 -1.714
H 3.138 -2.657 -1.255
H -3.563 -1.021 2.531
H 0.283 2.389 1.479
H 0.732 0.041 1.405
H 4.376 -1.478 -1.197
H -1.628 1.141 -2.066
H -4.295 -0.789 -1.212
H 2.049 1.666 -0.505
H -0.462 -0.271 -2.049
H -4.588 0.752 -0.184
H 3.096 -0.611 0.910
H 1.255 3.518 0.535
H 0.769 -1.625 -0.288
```

The value obtained for the HOMO-LUMO gap is 5.803 eV. The value obtained for the total energy is -19484.691 eV. Its energy above the lowest of the compared OMol25 structures with the same formula, charge and spin is 345.3 kJ/mol. Its total charge is +1.

These are the natural (NBO) partial charges, in e, on atoms 1 to 2:
1. Si 1.8912
2. N -0.6347